1.
Computed, not measured: a molecular structure, C26H18CoF5IN4O2, with wB97M-V/def2-TZVPD.

Output
- HOMO (spin up / spin down) (eV) = -8.251 / -8.298
- spin multiplicity = 2
- Kohn-Sham gap (spin up / spin down) (Eh) = 0.292 / 0.291
- energy above the lowest of the compared OMol25 structures with the same formula, charge and spin (eV) = 0.000
- ⟨S²⟩ = 0.7602

Geometry (Å):
Co 0.857 0.239 0.614
C 0.402 3.308 -2.393
C 1.183 2.785 -3.410
C 1.928 1.647 -3.170
C 1.862 1.047 -1.919
N 1.089 1.546 -0.946
C 0.383 2.652 -1.178
C 2.650 -0.146 -1.545
C 3.503 -0.780 -2.434
C 4.213 -1.889 -2.014
C 4.067 -2.312 -0.706
C 3.201 -1.625 0.124
N 2.493 -0.566 -0.279
H -0.187 4.202 -2.534
H 1.215 3.262 -4.381
H 2.545 1.229 -3.949
H -0.214 3.017 -0.354
H 3.589 -0.436 -3.452
H 4.865 -2.413 -2.698
H 4.604 -3.167 -0.321
H 3.075 -1.924 1.150
F 2.058 -0.896 2.853
C 0.871 -1.027 2.115
F 0.882 -2.336 1.655
C -0.208 -1.062 3.207
F -0.182 0.055 3.955
F -1.442 -1.162 2.672
F -0.062 -2.101 4.041
N -2.685 1.903 1.846
C -1.864 1.105 1.129
N -0.603 1.338 1.386
C -0.582 2.339 2.349
C 0.493 2.965 2.973
C 0.205 3.951 3.893
C -1.118 4.315 4.189
C -2.192 3.704 3.573
C -1.895 2.710 2.648
H -3.689 1.868 1.824
H -2.193 0.349 0.432
H 1.511 2.668 2.752
H 1.014 4.454 4.406
H -1.299 5.091 4.921
H -3.210 3.985 3.803
I -5.037 -5.811 -2.511
C -3.533 -4.392 -2.195
C -2.787 -3.936 -3.271
C -1.794 -2.993 -3.054
C -1.557 -2.496 -1.779
C -2.309 -2.970 -0.711
C -3.297 -3.923 -0.912
C -0.485 -1.446 -1.564
O 0.362 -1.261 -2.446
O -0.563 -0.828 -0.454
H -2.976 -4.315 -4.267
H -1.185 -2.629 -3.871
H -2.100 -2.595 0.282
H -3.873 -4.299 -0.077



2.
Computed, not measured: C2H6N4S in the gas phase at a distorted geometry, with wB97M-V/def2-TZVPD.

Output
- HOMO (eV) = -7.482
- Kohn-Sham gap (Eh) = 0.309
- SMILES = NN1C=CSN1N
- energy above the lowest of the compared OMol25 structures with the same formula, charge and spin (eV) = 4.544

Geometry (Å):
C 0.264 1.432 0.249
C 1.591 1.331 0.301
N -0.411 0.266 -0.137
N 0.542 -0.711 -0.557
N -1.534 0.418 -0.996
N 0.272 -1.896 0.403
S 2.150 -0.125 -0.530
H -0.438 2.206 0.453
H 2.148 2.142 0.617
H -2.271 -0.382 -0.933
H -1.326 0.934 -1.885
H 0.642 -2.776 -0.010
H 0.634 -1.755 1.355



3.
Computed, not measured: 2 unconnected molecules or ions with the total composition C24H23N7O5 at a distorted geometry, with wB97M-V/def2-TZVPD.

Output
- HOMO (eV) = -7.052
- Kohn-Sham gap (Eh) = 0.171
- SMILES = O=[N+]([O-])c1cc([N+](=O)[O-])c2nnnn2c1.COc1ccc(/C=C(\c2ccccc2)N2CCCC2)cc1
- energy above the lowest of the compared OMol25 structures with the same formula, charge and spin (eV) = 0.000

Geometry (Å):
C 5.587 0.648 -1.099
O 4.787 1.631 -1.800
C 3.467 1.721 -1.498
C 2.705 2.757 -2.090
C 1.368 2.872 -1.801
C 0.690 1.907 -1.018
C -0.742 1.966 -0.832
C -1.617 0.993 -1.279
N -2.927 1.281 -1.475
C -3.465 2.622 -1.290
C -4.975 2.496 -1.558
C -5.203 1.101 -2.171
C -3.866 0.348 -2.082
C -1.150 -0.387 -1.604
C -0.296 -0.650 -2.681
C 0.200 -1.939 -2.863
C -0.142 -2.951 -1.958
C -1.022 -2.690 -0.903
C -1.551 -1.413 -0.751
C 1.471 0.916 -0.400
C 2.825 0.831 -0.612
H 6.591 0.785 -1.502
H 5.579 0.833 -0.015
H 5.232 -0.374 -1.293
H 3.194 3.456 -2.762
H 0.772 3.687 -2.208
H -1.152 2.920 -0.500
H -3.269 2.985 -0.273
H -3.016 3.347 -1.993
H -5.527 2.598 -0.616
H -5.313 3.288 -2.234
H -5.985 0.543 -1.645
H -5.494 1.176 -3.224
H -3.532 0.028 -3.086
H -3.956 -0.557 -1.465
H -0.014 0.165 -3.349
H 0.859 -2.146 -3.709
H 0.265 -3.956 -2.081
H -1.316 -3.460 -0.188
H -2.225 -1.186 0.078
H 1.015 0.184 0.257
H 3.388 0.053 -0.113
O 3.887 -2.052 5.781
N 2.652 -1.977 5.861
O 2.039 -2.041 6.953
C 1.823 -1.807 4.681
C 0.443 -1.701 4.787
C -0.319 -1.443 3.625
N -1.748 -1.654 3.651
O -2.305 -1.813 4.757
O -2.368 -1.693 2.564
C 0.288 -1.109 2.409
N 1.635 -1.346 2.324
N 2.385 -1.428 1.192
N 3.575 -1.851 1.562
N 3.628 -2.137 2.881
C 2.432 -1.783 3.384
H -0.044 -1.802 5.753
H -0.244 -0.791 1.521



4.
Computed, not measured: 3 unconnected molecules or ions with the total composition C33H43BrCl2F23IO7 at a distorted geometry, with wB97M-V/def2-TZVPD.

Output
- HOMO (eV) = -9.687
- Kohn-Sham gap (Eh) = 0.355
- SMILES = CCC(=O)OCC[C@](CCCOC)(CCC(C)C)OC(Cl)(Cl)[C@](F)(O[C@](F)(I)C[C@@H](C)Br)C(F)(F)C(F)(F)F.FC(F)C(F)(F)COC(F)(F)C(F)F.FC(F)C(F)(F)COC(F)(F)C(F)F

Geometry (Å):
C 2.438 -5.328 -0.289
C 2.835 -5.192 1.198
C 3.938 -4.172 1.437
O 5.011 -4.335 1.031
O 3.621 -3.053 2.159
C 2.776 -2.172 1.377
C 3.524 -1.667 0.144
C 2.947 -0.330 -0.410
C 3.584 -0.057 -1.792
C 3.595 1.413 -2.276
C 3.856 1.473 -3.782
O 2.770 0.918 -4.490
C 2.552 1.502 -5.752
C 3.584 0.747 0.554
C 2.700 1.957 0.813
C 3.343 2.997 1.790
C 2.829 2.608 3.206
C 4.874 2.920 1.853
O 1.532 -0.170 -0.248
C 0.631 -0.723 -1.082
Cl 1.068 -2.276 -1.853
Cl 0.296 0.482 -2.395
C -0.704 -1.018 -0.192
F -0.165 -1.200 1.050
O -1.312 -2.230 -0.417
C -2.348 -2.531 -1.293
F -2.257 -3.893 -1.404
I -2.276 -1.909 -3.364
C -3.798 -2.296 -0.773
C -4.337 -3.454 0.065
C -3.508 -3.836 1.299
Br -6.116 -2.860 0.709
C -1.585 0.229 0.043
F -0.811 1.291 0.240
F -2.384 0.545 -0.961
C -2.445 0.166 1.379
F -3.568 0.809 1.142
F -2.731 -1.046 1.775
F -1.863 0.799 2.351
H 1.439 -4.950 -0.503
H 2.403 -6.390 -0.529
H 3.134 -4.850 -0.977
H 1.963 -4.849 1.757
H 3.153 -6.158 1.576
H 2.525 -1.358 2.049
H 1.877 -2.718 1.076
H 3.572 -2.423 -0.641
H 4.547 -1.439 0.442
H 3.192 -0.664 -2.610
H 4.633 -0.343 -1.688
H 2.677 1.958 -2.082
H 4.441 1.928 -1.815
H 4.809 0.988 -4.033
H 3.976 2.536 -4.025
H 2.612 0.745 -6.540
H 1.553 1.944 -5.830
H 3.273 2.281 -6.012
H 4.567 0.974 0.153
H 3.758 0.277 1.525
H 1.757 1.682 1.280
H 2.432 2.520 -0.083
H 3.009 4.016 1.593
H 3.363 3.130 4.001
H 3.061 1.547 3.341
H 1.750 2.748 3.247
H 5.300 2.845 0.852
H 5.135 1.973 2.337
H 5.344 3.701 2.448
H -3.948 -1.316 -0.336
H -4.404 -2.295 -1.677
H -4.518 -4.351 -0.510
H -3.842 -3.248 2.153
H -2.440 -3.662 1.178
H -3.634 -4.882 1.573
C -11.305 -4.105 1.760
C -12.123 -4.741 2.892
C -13.009 -3.787 3.690
F -12.276 -2.835 4.308
F -13.670 -4.481 4.650
F -11.296 -5.421 3.716
F -12.945 -5.665 2.317
O -9.960 -3.789 2.059
C -9.699 -2.583 2.676
C -9.097 -2.773 4.066
F -9.935 -3.477 4.856
F -8.899 -1.566 4.647
F -10.807 -1.814 2.700
F -8.793 -1.942 1.904
H -11.236 -4.863 0.980
H -11.827 -3.266 1.299
H -13.750 -3.308 3.043
H -8.143 -3.302 4.003
C 6.295 7.473 -1.328
C 6.304 6.030 -0.797
C 7.125 5.033 -1.617
F 6.656 4.923 -2.880
F 7.056 3.797 -1.063
F 5.030 5.607 -0.648
F 6.838 6.074 0.454
O 5.175 7.850 -2.110
C 5.186 7.566 -3.460
C 4.076 6.584 -3.838
F 4.212 5.422 -3.163
F 4.147 6.301 -5.160
F 6.400 7.135 -3.852
F 4.958 8.731 -4.105
H 6.234 8.111 -0.448
H 7.236 7.739 -1.810
H 8.178 5.329 -1.653
H 3.095 7.008 -3.615